Record 1
Formula: C2H3O2Tm
Source: the OMol25 dataset
Level of theory: wB97M-V/def2-TZVPD

The calculation puts the highest occupied orbital energy (alpha / beta) at -24.03 / -23.87 eV. As for the expectation value of S²: 3.77. The net charge is +3. Its spin multiplicity is 4. The total energy comes out at -1312.1242 a.u. The largest force on an atom comes out at 4.98 eV/A. The LUMO energy (alpha / beta) comes out at -0.5489 / -0.6650 Ha.

Positions of all 8 atoms, in Å:
Tm: 2.31651 0.19955 0.20626
H: -4.07268 -0.16959 0.20956
H: -1.96907 -1.54887 -0.27268
C: -3.12642 0.32795 0.00856
C: -1.97118 -0.45744 -0.24980
O: -1.01069 0.14682 0.39827
H: -3.07050 1.40643 -0.13885
O: 0.09357 -0.59124 0.01649

***

Record 2
Formula: C2H3O2V
Source: the OMol25 dataset
Level of theory: wB97M-V/def2-TZVPD

The calculation puts the highest occupied orbital energy (alpha / beta) at -6.49 / -8.26 eV. As for the expectation value of S²: 6.01. Its spin multiplicity is 5. The total energy comes out at -1172.3139 a.u. The largest force on an atom comes out at 4.04 eV/A. The LUMO energy (alpha / beta) comes out at 0.0103 / 0.0095 Ha.

Positions of all 8 atoms, in Å:
C: 0.70243 -0.11111 -0.38671
C: 0.29778 0.79847 0.56368
O: -0.28041 -1.04389 -0.67670
H: -0.10749 -1.54589 -1.47795
O: -0.86811 0.65854 1.19165
H: 0.90251 0.87178 -1.06769
V: -1.75928 -0.95536 0.77195
H: 1.11255 1.32748 1.08177

***

Record 3
Formula: C2H3O3S
Source: the OMol25 dataset
Level of theory: wB97M-V/def2-TZVPD

The calculation puts the highest occupied orbital energy (alpha / beta) at -3.42 / -3.41 eV. The net charge is -1. The total energy comes out at -701.8294 a.u. The largest force on an atom comes out at 3.53 eV/A. The LUMO energy (alpha / beta) comes out at 0.1215 / 0.1215 Ha.

Positions of all 9 atoms, in Å:
C: 2.00167 2.85171 -0.30507
H: 1.26015 0.79918 -0.00325
O: 0.71208 -1.79491 0.30664
C: 1.60232 1.74454 -0.04941
H: 2.42557 3.87050 -0.33373
S: -0.67736 -1.39759 0.08698
H: -3.52157 -2.22501 0.59539
O: -0.96546 -1.03981 -1.27014
O: -2.83739 -2.80860 0.97259

***

Record 4
Formula: C2H3O3Yb
Source: the OMol25 dataset
Level of theory: wB97M-V/def2-TZVPD

The calculation puts the highest occupied orbital energy (alpha / beta) at -10.55 / -15.26 eV. As for the expectation value of S²: 2.00. The net charge is +1. Its spin multiplicity is 3. The total energy comes out at -1462.0910 a.u. The largest force on an atom comes out at 5.45 eV/A. The LUMO energy (alpha / beta) comes out at -0.2286 / -0.2285 Ha.

Positions of all 9 atoms, in Å:
O: 0.95445 -1.10134 0.36504
H: -2.10513 2.39926 -1.11430
O: -2.08135 0.98129 0.35187
C: -1.48029 1.77641 -0.44920
O: -0.41452 2.30600 0.01978
C: 1.13414 -1.58097 -0.84768
H: 0.51830 -1.03320 -1.70451
H: 1.60379 -2.56833 -0.96274
Yb: -0.11501 0.53605 1.43955

***

Record 5
Formula: C2H3O3Yb
Source: the OMol25 dataset
Level of theory: wB97M-V/def2-TZVPD

The calculation puts the highest occupied orbital energy (alpha / beta) at -19.66 / -19.29 eV. As for the expectation value of S²: 0.76. The net charge is +2. Its spin multiplicity is 2. The total energy comes out at -1461.5849 a.u. The largest force on an atom comes out at 5.02 eV/A. The LUMO energy (alpha / beta) comes out at -0.4016 / -0.4982 Ha.

Positions of all 9 atoms, in Å:
O: 2.30429 1.24573 -0.01571
Yb: 0.07477 0.60219 -0.00012
O: 3.62074 -0.29338 0.00172
C: 2.35751 -0.12739 0.00321
O: -2.21665 0.27060 0.06760
C: -3.02691 -0.63841 0.01201
H: -4.10419 -0.41556 0.06281
H: -2.70557 -1.68652 -0.11165
H: 3.69601 1.04273 -0.01986

***

Record 6
Formula: C2H3O4
Source: the OMol25 dataset
Level of theory: wB97M-V/def2-TZVPD

The calculation puts the highest occupied orbital energy at -3.86 eV. The net charge is -1. The total energy comes out at -378.9789 a.u. The largest force on an atom comes out at 4.24 eV/A. The LUMO energy comes out at 0.1493 Ha.

Positions of all 9 atoms, in Å:
O: -1.29764 -1.85207 0.69617
O: -2.06915 0.17297 0.21107
C: 0.70769 0.87272 -0.25659
H: 1.31810 -0.81807 0.27302
C: -1.30900 -0.79601 0.04234
H: 0.03487 1.47948 0.36589
O: -0.10861 -0.53757 -0.61925
H: 1.09813 1.24168 -1.21742
O: 1.62561 0.23687 0.50478

***

Question: What is the formula in the third record?
Answer: C2H3O3S

***

Repeat the first record exactly.
Formula: C2H3O2Tm
Source: the OMol25 dataset
Level of theory: wB97M-V/def2-TZVPD

The calculation puts the highest occupied orbital energy (alpha / beta) at -24.03 / -23.87 eV. As for the expectation value of S²: 3.77. The net charge is +3. Its spin multiplicity is 4. The total energy comes out at -1312.1242 a.u. The largest force on an atom comes out at 4.98 eV/A. The LUMO energy (alpha / beta) comes out at -0.5489 / -0.6650 Ha.

Positions of all 8 atoms, in Å:
Tm: 2.31651 0.19955 0.20626
H: -4.07268 -0.16959 0.20956
H: -1.96907 -1.54887 -0.27268
C: -3.12642 0.32795 0.00856
C: -1.97118 -0.45744 -0.24980
O: -1.01069 0.14682 0.39827
H: -3.07050 1.40643 -0.13885
O: 0.09357 -0.59124 0.01649